Record 1
Entry from the OMol25 dataset: a 7-piece molecular cluster, C18H53N3O7 overall at a distorted geometry (ωB97M-V/def2-TZVPD).

Last column: Mulliken charge in e.
Geometry (Å):
C -1.180 1.419 -0.088  -0.659
O -1.750 0.160 -0.308  -0.299
C -1.161 -0.616 -1.346  -0.709
C 0.281 -1.000 -1.006  0.414
C 0.838 -1.944 -2.073  -1.549
N 0.337 -1.715 0.268  -0.402
H -0.226 1.414 0.453  0.211
H -1.867 2.064 0.461  0.290
H -1.010 1.907 -1.058  0.307
H -1.739 -1.545 -1.335  0.318
H -1.332 -0.140 -2.317  0.329
H 0.866 -0.079 -0.986  0.304
H 1.867 -2.151 -1.776  0.392
H 0.778 -1.487 -3.061  0.298
H 0.310 -2.899 -2.070  0.361
H -0.192 -2.585 0.216  0.129
H -0.222 -1.204 0.952  0.225
C 3.528 -2.481 -7.497  -0.746
O 3.092 -1.170 -7.238  -0.340
C 2.981 -0.881 -5.872  -0.599
C 3.193 0.636 -5.716  0.315
C 4.638 1.082 -5.988  -1.350
N 2.771 0.924 -4.321  -0.524
H 3.702 -2.756 -8.536  0.268
H 2.774 -3.225 -7.197  0.296
H 4.434 -2.699 -6.922  0.320
H 1.996 -1.182 -5.489  0.246
H 3.675 -1.400 -5.194  0.383
H 2.451 1.220 -6.259  0.292
H 4.801 2.131 -5.747  0.384
H 4.960 0.799 -6.988  0.310
H 5.272 0.547 -5.272  0.309
H 2.727 1.931 -4.237  0.230
H 3.339 0.513 -3.592  0.213
C 1.073 -2.752 3.306  -0.607
O 0.798 -2.578 4.685  -0.392
C 0.389 -1.232 5.030  -0.063
C 1.177 -0.849 6.264  0.354
C 1.275 -1.898 7.381  -1.478
N 0.697 0.411 6.871  -0.759
H 1.658 -3.648 3.097  0.332
H 1.600 -1.878 2.922  0.362
H 0.148 -2.925 2.742  0.094
H 0.438 -0.552 4.178  0.131
H -0.678 -1.360 5.248  0.201
H 2.242 -0.644 6.103  0.167
H 1.800 -1.475 8.229  0.410
H 1.766 -2.772 6.951  0.342
H 0.276 -2.280 7.618  0.341
H -0.218 0.248 7.293  0.306
H 0.440 1.080 6.143  0.362
C -2.680 4.364 -2.478  -1.122
C -2.723 4.870 -1.044  0.404
C -3.106 6.351 -0.943  -1.360
O -3.709 4.130 -0.289  -0.540
H -3.657 4.548 -2.928  0.372
H -2.457 3.299 -2.424  0.217
H -1.898 4.859 -3.054  0.344
H -1.801 4.601 -0.525  0.314
H -2.370 6.995 -1.425  0.364
H -3.119 6.591 0.119  0.337
H -4.073 6.462 -1.434  0.367
H -4.552 4.325 -0.719  0.338
C -2.384 -4.379 0.264  -0.214
O -1.058 -4.887 0.204  -0.511
H -2.296 -3.289 0.276  -0.136
H -2.946 -4.644 -0.629  0.252
H -2.926 -4.629 1.176  0.305
H -0.804 -5.528 0.868  0.287
C -0.452 2.207 3.212  -0.506
O -0.171 2.135 4.621  -0.586
H -1.257 1.516 2.981  0.046
H -0.624 3.245 2.931  0.319
H 0.448 1.802 2.733  0.311
H 0.562 2.726 4.817  0.291
C -3.259 -1.367 2.666  -0.137
O -3.599 -0.417 3.663  -0.545
H -4.122 -1.968 2.381  0.362
H -2.893 -0.904 1.741  -0.067
H -2.406 -1.963 3.004  0.114
H -3.486 0.467 3.310  0.310

## Properties
Relative energy (zero: lowest compared OMol25 entry of this formula, charge and spin) = 58.6 kcal/mol
Highest occupied orbital energy = -8.76 eV
E = -1408.3914 Eh
LUMO level = 0.50 eV
Net charge = 0
SMILES = COC[C@H](C)N.COC[C@H](C)N.COC[C@H](C)N.CC(C)O.CO.CO.CO

=====

Record 2
Entry from the OMol25 dataset: a 7-piece molecular cluster, C18H53N7O7 overall at a distorted geometry (ωB97M-V/def2-TZVPD).

Last column: Mulliken charge in e.
Geometry (Å):
C -6.319 1.371 5.480  -0.753
O -5.973 1.569 4.130  -0.368
C -5.187 0.552 3.564  -0.975
C -5.071 0.744 2.069  0.392
C -4.124 -0.235 1.345  -0.910
N -4.664 2.104 1.733  -0.670
H -6.558 2.329 5.933  0.245
H -5.494 0.933 6.056  0.310
H -7.100 0.600 5.462  0.299
H -4.201 0.483 4.056  0.363
H -5.561 -0.431 3.892  0.456
H -6.054 0.622 1.596  0.276
H -4.507 -1.256 1.454  0.469
H -3.159 -0.352 1.844  -0.018
H -4.100 -0.006 0.287  0.281
H -5.094 2.697 2.457  0.203
H -3.757 2.199 2.220  0.292
C 4.075 -1.425 1.822  -0.680
O 3.715 -2.297 0.785  -0.320
C 4.503 -2.101 -0.412  -0.615
C 3.554 -2.504 -1.553  0.709
C 4.226 -3.347 -2.654  -1.781
N 2.959 -1.293 -2.133  -0.483
H 3.524 -0.479 1.878  0.142
H 5.145 -1.203 1.898  0.383
H 3.840 -1.934 2.764  0.276
H 5.002 -1.143 -0.554  0.380
H 5.278 -2.874 -0.357  0.334
H 2.733 -3.078 -1.125  0.173
H 4.971 -2.720 -3.150  0.428
H 3.446 -3.731 -3.310  0.411
H 4.814 -4.189 -2.284  0.428
H 2.979 -1.257 -3.147  0.298
H 3.429 -0.427 -1.895  -0.014
C 2.239 2.254 0.428  -0.502
O 3.573 2.643 0.759  -0.375
C 4.415 2.768 -0.342  -0.327
C 5.781 3.249 0.153  0.356
C 5.846 4.739 0.571  -1.358
N 6.841 2.876 -0.799  -0.728
H 1.638 3.136 0.200  0.398
H 1.783 1.819 1.316  0.138
H 2.334 1.492 -0.345  0.151
H 4.604 1.824 -0.867  0.210
H 4.139 3.524 -1.090  0.268
H 6.039 2.611 1.004  0.196
H 5.437 4.854 1.573  0.309
H 5.399 5.450 -0.128  0.319
H 6.891 5.058 0.551  0.418
H 7.691 3.395 -0.589  0.265
H 6.638 3.345 -1.689  0.247
N -3.495 2.291 -1.365  -0.314
C -4.661 1.871 -1.911  0.521
N -5.697 1.772 -1.034  -0.243
O -4.798 1.595 -3.108  -0.704
H -3.673 2.549 -0.404  0.267
H -2.621 2.220 -1.838  0.193
H -5.570 1.864 -0.031  0.326
H -6.615 1.868 -1.429  0.196
N -0.310 -0.337 2.433  0.008
C -0.922 -1.099 3.410  0.379
N -1.195 -2.359 2.973  -0.253
O -1.133 -0.676 4.537  -0.697
H -0.066 -0.817 1.578  0.079
H -0.010 0.585 2.676  0.110
H -1.017 -2.651 2.031  0.134
H -1.627 -3.032 3.579  0.203
C -1.801 -3.867 -3.872  -1.039
C -1.514 -4.034 -5.332  -0.166
O -2.707 -3.671 -6.009  -0.513
H -2.569 -4.597 -3.600  0.339
H -2.012 -2.861 -3.516  0.226
H -1.020 -4.225 -3.189  0.346
H -1.288 -5.077 -5.583  0.239
H -0.632 -3.450 -5.620  0.279
H -2.545 -3.591 -6.953  0.293
C -1.008 0.411 -1.079  -0.886
C -0.213 -0.896 -1.134  -0.295
O 0.809 -0.925 -0.179  -0.178
H -0.375 1.268 -1.317  0.305
H -1.400 0.508 -0.067  0.246
H -1.821 0.344 -1.799  0.335
H 0.240 -1.089 -2.112  0.344
H -0.972 -1.687 -1.058  0.162
H 1.680 -1.160 -0.537  -0.184

## Properties
Relative energy (zero: lowest compared OMol25 entry of this formula, charge and spin) = 11.3 kcal/mol
Highest occupied orbital energy = -9.12 eV
E = -1627.5343 Eh
LUMO level = 0.48 eV
Net charge = 0
SMILES = COC[C@H](C)N.COC[C@H](C)N.COC[C@H](C)N.NC(N)=O.NC(N)=O.CCO.CCO

=====

Q: Look up the E of the first one.
A: -1408.3914 Eh

=====

Q: Among the records above, which one has the lowest E?
A: C18H53N7O7

=====

Q: Number 2 is which compound?
A: C18H53N7O7

=====

Q: Among the records above, which one has the highest highest occupied orbital energy?
A: C18H53N3O7